<i>
# C2H3OP

2 unconnected molecules or ions with the total composition C2H3OP (ωB97M-V/def2-TZVPD, the Open Molecules 2025 dataset).

XYZ file:
```
7
Properties=species:S:1:pos:R:3:mulliken_charge:R:1
C -0.967 -0.828 0.302 -0.17
C -0.575 0.501 0.434 -0.31
O -1.733 1.189 0.260 -0.34
P -2.582 -0.282 -0.029 0.08
H -0.551 -1.847 0.435 0.32
H 0.218 0.837 0.976 0.39
H 0.302 -0.057 -1.608 0.02
```

Output
- HOMO-LUMO gap (spin up / spin down): 7.7370 / 8.0292 eV
- Charge: 0
- LUMO level (spin up / spin down): -1.1 / -0.3 eV

---

<ii>
# C2H3OP

A single C2H3OP molecule (ωB97M-V/def2-TZVPD, the Open Molecules 2025 dataset).

XYZ file:
```
7
Properties=species:S:1:pos:R:3:mulliken_charge:R:1
C -0.282 0.299 -0.811 0.34
C 0.401 -0.624 0.051 -0.54
O -0.953 0.573 -1.736 -0.37
P 0.430 1.117 0.876 -0.02
H -0.144 -1.462 0.469 0.28
H 1.396 -0.891 -0.279 0.28
H -0.848 0.988 1.430 0.02
```

Output
- HOMO-LUMO gap: 9.1499 eV
- Charge: 0
- LUMO level: 0.6 eV
- SMILES: O=C1CP1

---

Least stable of them? <i>.

---

<i>
# CH15O7

7 unconnected molecules or ions with the total composition CH15O7 (ωB97M-V/def2-TZVPD, the Open Molecules 2025 dataset).

XYZ file:
```
23
Properties=species:S:1:pos:R:3:mulliken_charge:R:1
C 1.667 1.524 0.910 -0.18
O 2.019 0.422 1.758 -0.65
H 2.654 1.825 0.617 0.27
H 0.975 1.017 0.090 -0.07
H 0.981 2.183 1.442 0.12
H 2.502 -1.556 -0.727 0.28
H 1.339 -1.126 -0.021 0.33
O 1.619 -1.310 -0.971 -0.69
H 0.052 -1.628 -1.382 0.47
H -0.661 -1.522 -0.060 0.40
O -0.842 -1.791 -1.022 -0.82
H -0.997 0.636 -2.397 0.35
H 0.485 1.166 -2.383 0.29
O -0.298 0.855 -2.865 -0.62
H -0.737 0.178 1.663 0.50
H -1.376 1.608 1.863 0.25
O -1.514 0.770 1.671 -0.76
H -2.833 -0.047 -0.893 0.31
H -1.949 0.779 0.080 0.41
O -2.524 0.817 -0.697 -0.72
H 1.319 -0.526 1.678 0.45
H 0.158 -1.628 1.929 0.11
O 0.051 -1.075 1.255 -1.02
```

Output
- HOMO-LUMO gap: 9.2533 eV
- Charge: -1
- LUMO level: 3.5 eV

---

<ii>
# CH15O7

7 unconnected molecules or ions with the total composition CH15O7 (ωB97M-V/def2-TZVPD, the Open Molecules 2025 dataset).

XYZ file:
```
23
Properties=species:S:1:pos:R:3:mulliken_charge:R:1
C -1.699 -0.485 0.943 -0.41
O -2.119 -1.800 0.562 -0.63
H -1.498 0.108 0.053 0.15
H -2.517 -0.025 1.506 0.34
H -0.837 -0.633 1.596 0.16
H 1.087 -0.093 1.530 0.39
H 0.807 -1.591 1.875 0.32
O 1.051 -0.756 2.258 -0.79
H 1.831 0.314 -0.550 0.18
H 0.485 -1.305 -0.580 0.41
O 0.931 0.134 -0.236 -0.96
H 0.377 1.353 2.393 0.31
H 0.424 2.205 1.001 0.28
O 0.761 2.049 1.862 -0.66
H 0.756 0.212 -1.690 0.49
H -0.611 -0.138 -2.659 0.28
O 0.317 0.096 -2.669 -0.88
H 0.547 1.863 -0.715 0.24
H 0.471 1.887 -2.111 0.54
O 0.486 2.568 -1.406 -0.77
H -1.366 -2.114 0.037 0.45
H 0.085 -1.723 -1.933 0.36
O 0.230 -2.129 -1.068 -0.81
```

Output
- HOMO-LUMO gap: 9.9147 eV
- Charge: -1
- LUMO level: 3.6 eV

---

Least stable of them? <i>.

---

<i>
# C48H62FGeN5O6TeTi

A molecular structure, C48H62FGeN5O6TeTi (ωB97M-V/def2-TZVPD, the Open Molecules 2025 dataset).

XYZ file:
```
125
Properties=species:S:1:pos:R:3:mulliken_charge:R:1
Ti -0.527 -1.636 0.905 -1.24
C 5.946 -1.877 -3.879 -1.35
C 4.830 -0.915 -4.261 -0.29
C 5.330 0.403 -4.828 -1.07
C 6.080 1.196 -3.770 -1.13
C 5.237 1.360 -2.531 0.63
C 5.438 2.418 -1.674 -0.60
C 4.663 2.551 -0.528 -0.22
F 4.895 3.599 0.280 -0.41
C 3.681 1.663 -0.211 -0.49
C 3.444 0.590 -1.075 1.00
C 2.383 -0.373 -0.733 0.50
O 1.778 -0.266 0.342 0.15
C 2.153 -1.408 -1.706 -0.67
C 2.970 -1.492 -2.804 -0.08
N 3.959 -0.646 -3.081 0.05
C 4.218 0.436 -2.225 -0.46
C 1.100 -2.438 -1.595 -0.08
O 1.070 -3.450 -2.251 -0.69
O 0.157 -2.157 -0.699 0.01
H 6.588 -2.067 -4.742 0.40
H 5.536 -2.831 -3.544 0.39
H 6.562 -1.474 -3.072 0.35
H 4.184 -1.390 -4.997 0.52
H 4.480 0.982 -5.195 0.36
H 5.976 0.191 -5.680 0.43
H 6.361 2.177 -4.151 0.50
H 7.011 0.686 -3.511 0.35
H 6.204 3.156 -1.883 0.53
H 3.089 1.769 0.688 0.62
H 2.813 -2.298 -3.511 0.67
O 2.069 -0.764 3.016 -0.81
H 2.127 -0.253 2.194 0.29
H 1.358 -0.365 3.529 0.24
O 2.281 -3.090 1.313 -0.56
H 3.141 -3.020 0.885 0.27
H 2.332 -2.487 2.074 0.13
C -5.452 -2.593 -0.191 -1.56
Ge -3.692 -3.267 0.286 1.03
C -3.303 -4.704 -0.977 -1.35
C -3.799 -3.979 2.096 -1.23
C -2.475 -1.742 0.191 0.52
H -6.171 -3.415 -0.134 0.41
H -5.455 -2.205 -1.212 0.38
H -5.784 -1.801 0.485 0.38
H -4.208 -4.922 -1.546 0.53
H -2.998 -5.608 -0.444 0.28
H -2.512 -4.437 -1.684 0.35
H -4.788 -4.411 2.267 0.61
H -3.631 -3.189 2.834 0.29
H -3.049 -4.760 2.248 0.18
H -2.972 -0.942 0.743 -0.31
H -2.406 -1.429 -0.852 0.49
C -0.527 8.344 -2.986 -1.59
C -0.614 6.906 -2.532 0.57
C -1.668 6.089 -2.928 -0.90
C -1.779 4.765 -2.511 0.51
C -2.978 3.963 -2.971 -1.54
C -0.780 4.254 -1.668 -0.19
Te -1.018 2.186 -1.015 0.68
N -0.798 0.499 0.548 -0.07
C -0.810 0.578 1.821 1.38
O -0.915 -0.621 2.461 -0.23
C -0.656 1.756 2.709 -0.41
C -1.456 1.893 3.840 -0.39
C -1.279 2.984 4.678 -0.82
C -0.282 3.918 4.411 -0.75
C 0.535 3.765 3.297 -0.97
C 0.342 2.686 2.445 1.02
C -2.668 2.810 0.144 0.92
C -2.466 3.930 0.957 -0.56
C -3.469 4.372 1.800 -0.67
C -4.687 3.701 1.819 -0.83
C -4.894 2.618 0.983 -0.58
C -3.897 2.146 0.124 1.01
C -4.242 1.003 -0.800 -1.69
C 0.301 5.042 -1.268 1.18
C 1.408 4.545 -0.366 -0.80
C 0.360 6.362 -1.706 -0.72
H -1.299 8.578 -3.719 0.35
H 0.445 8.557 -3.436 0.38
H -0.649 9.026 -2.141 0.32
H -2.434 6.492 -3.584 0.35
H -3.461 4.455 -3.814 0.51
H -3.717 3.872 -2.170 0.23
H -2.712 2.954 -3.288 0.24
H -2.224 1.156 4.045 0.56
H -1.914 3.105 5.547 0.45
H -0.136 4.759 5.078 0.43
H 1.321 4.482 3.096 0.50
H 0.971 2.552 1.573 -0.06
H -1.523 4.462 0.928 0.23
H -3.301 5.234 2.433 0.48
H -5.480 4.033 2.478 0.41
H -5.860 2.122 0.976 0.50
H -4.583 0.132 -0.242 0.09
H -3.406 0.691 -1.421 0.20
H -5.058 1.296 -1.464 0.59
H 1.385 3.465 -0.246 -0.91
H 1.337 4.992 0.629 0.33
H 2.386 4.811 -0.769 0.69
H 1.198 6.982 -1.392 0.46
C 1.047 -6.724 0.524 -0.59
C 0.165 -5.934 -0.416 -0.64
N -0.395 -4.784 0.299 1.02
C -0.312 -4.578 1.626 -0.81
N -0.541 -3.343 2.094 1.55
C -0.522 -3.150 3.564 -1.04
C -0.843 -4.411 4.332 -0.73
C 0.061 -5.518 3.861 -0.81
N -0.041 -5.632 2.408 0.37
C 0.268 -6.934 1.805 -0.82
H 1.953 -6.157 0.749 0.25
H 1.330 -7.676 0.077 0.41
H -0.649 -6.561 -0.785 0.41
H 0.711 -5.552 -1.277 0.21
H -0.484 -3.949 -0.265 -0.71
H -1.241 -2.381 3.809 0.34
H 0.460 -2.781 3.867 0.18
H -1.887 -4.695 4.183 0.23
H -0.690 -4.228 5.395 0.42
H -0.233 -6.477 4.284 0.58
H 1.098 -5.327 4.153 0.26
H -0.659 -7.476 1.597 0.20
H 0.832 -7.508 2.535 0.55
```

Output
- HOMO-LUMO gap (spin up / spin down): 7.4078 / 7.0240 eV
- Spin multiplicity: 2
- Charge: +1
- LUMO level (spin up / spin down): -2.3 / -3.5 eV
- <S²>: 0.76

---

<ii>
# C48H62FGeN5O6TeTi

A molecular structure, C48H62FGeN5O6TeTi (ωB97M-V/def2-TZVPD, the Open Molecules 2025 dataset).

XYZ file:
```
125
Properties=species:S:1:pos:R:3:mulliken_charge:R:1
Ti 0.089 -0.254 0.340 -0.42
C 7.231 -3.333 -0.844 -1.39
C 5.966 -4.182 -0.948 -0.30
C 6.089 -5.537 -0.272 -1.06
C 6.316 -5.373 1.225 -1.17
C 5.292 -4.436 1.825 0.99
C 5.042 -4.448 3.179 -0.55
C 4.079 -3.607 3.730 -0.17
F 3.886 -3.645 5.054 -0.36
C 3.327 -2.772 2.961 -1.23
C 3.567 -2.733 1.583 0.52
C 2.758 -1.864 0.744 0.59
O 1.837 -1.176 1.251 -0.34
C 3.110 -1.821 -0.633 0.14
C 4.127 -2.598 -1.108 -0.25
N 4.822 -3.447 -0.353 0.10
C 4.564 -3.540 1.016 -0.23
C 2.332 -0.974 -1.564 -0.49
O 2.798 -0.519 -2.590 -0.73
O 1.092 -0.780 -1.178 0.25
H 8.088 -3.883 -1.240 0.39
H 7.438 -3.060 0.193 0.38
H 7.119 -2.415 -1.423 0.40
H 5.729 -4.332 -1.999 0.54
H 6.907 -6.089 -0.732 0.44
H 5.171 -6.103 -0.445 0.36
H 7.323 -4.992 1.414 0.36
H 6.249 -6.340 1.723 0.49
H 5.589 -5.123 3.830 0.54
H 2.553 -2.146 3.385 0.84
H 4.391 -2.551 -2.159 0.59
O -2.032 2.263 2.520 -0.64
H -2.395 1.574 3.087 0.39
H -1.775 1.818 1.678 -0.44
O 0.054 1.162 -2.790 -0.70
H 0.837 0.901 -3.298 0.26
H -0.349 0.323 -2.538 0.10
C -2.734 -3.633 1.179 -1.55
Ge -0.891 -3.102 1.580 1.33
C 0.176 -3.773 0.066 -0.91
C -0.301 -4.161 3.124 -1.34
C -0.754 -1.178 2.019 -1.45
H -2.924 -4.614 1.623 0.49
H -2.876 -3.708 0.099 0.36
H -3.464 -2.924 1.577 0.37
H -0.289 -4.706 -0.264 0.60
H 1.203 -3.995 0.357 0.18
H 0.176 -3.083 -0.774 0.11
H -0.342 -5.225 2.872 0.38
H -0.960 -3.987 3.979 0.40
H 0.721 -3.913 3.421 0.27
H -0.146 -1.089 2.918 0.87
H -1.765 -0.822 2.225 0.82
C -3.889 9.432 -0.910 -1.59
C -3.424 7.998 -0.948 0.63
C -2.878 7.447 -2.101 -0.85
C -2.458 6.124 -2.154 0.33
C -1.896 5.579 -3.451 -1.60
C -2.589 5.333 -1.002 0.35
Te -1.923 3.282 -1.201 0.66
N -1.426 1.042 -0.012 1.34
C -2.151 -0.010 -0.339 -0.35
O -1.451 -1.081 -0.634 -0.54
C -3.626 -0.115 -0.264 0.92
C -4.257 -1.203 -0.865 -0.62
C -5.624 -1.380 -0.724 -1.02
C -6.365 -0.474 0.027 -0.58
C -5.737 0.606 0.636 -0.83
C -4.371 0.791 0.487 0.32
C -3.835 2.867 -2.055 0.86
C -4.920 3.379 -1.336 -0.56
C -6.216 3.168 -1.759 -0.85
C -6.446 2.425 -2.909 -0.79
C -5.374 1.946 -3.640 -0.56
C -4.050 2.168 -3.251 1.21
C -2.963 1.677 -4.170 -2.07
C -3.114 5.862 0.181 1.39
C -3.266 5.069 1.461 -1.74
C -3.532 7.191 0.179 -0.86
H -3.617 9.963 -1.822 0.35
H -3.453 9.958 -0.060 0.38
H -4.975 9.478 -0.802 0.33
H -2.773 8.064 -2.989 0.33
H -1.761 6.377 -4.179 0.46
H -2.575 4.837 -3.886 0.26
H -0.929 5.093 -3.299 0.20
H -3.662 -1.906 -1.434 0.57
H -6.110 -2.230 -1.189 0.46
H -7.435 -0.611 0.138 0.42
H -6.314 1.307 1.230 0.48
H -3.877 1.624 0.976 0.25
H -4.748 3.954 -0.435 0.20
H -7.043 3.577 -1.191 0.47
H -7.459 2.239 -3.247 0.42
H -5.553 1.388 -4.553 0.47
H -3.256 1.841 -5.208 0.53
H -2.798 0.603 -4.042 0.34
H -2.023 2.182 -3.996 0.30
H -2.676 4.156 1.464 -0.04
H -4.312 4.796 1.630 0.35
H -2.949 5.664 2.319 0.55
H -3.952 7.606 1.091 0.47
C 4.121 3.300 -0.895 -0.76
C 2.916 2.907 -1.719 -0.70
N 2.016 2.131 -0.883 1.07
C 1.918 2.235 0.462 -0.66
N 1.105 1.409 1.105 1.14
C 1.088 1.543 2.573 -1.09
C 1.136 3.002 2.967 -0.35
C 2.451 3.560 2.481 -0.83
N 2.691 3.151 1.092 0.47
C 3.634 3.993 0.357 -0.86
H 4.770 3.966 -1.462 0.39
H 4.687 2.405 -0.627 0.28
H 3.206 2.282 -2.561 0.42
H 2.416 3.801 -2.107 0.29
H 1.255 1.651 -1.350 -0.61
H 1.950 1.016 2.992 0.18
H 0.189 1.086 2.958 0.38
H 1.044 3.120 4.046 0.36
H 0.301 3.517 2.494 0.04
H 3.278 3.217 3.105 0.33
H 2.441 4.651 2.512 0.49
H 4.466 4.205 1.028 0.43
H 3.164 4.948 0.100 0.32
```

Output
- HOMO-LUMO gap (spin up / spin down): 7.8927 / 6.6361 eV
- Spin multiplicity: 2
- Charge: +1
- LUMO level (spin up / spin down): -2.4 / -4.1 eV
- <S²>: 0.76

---

Least stable of them? <i>.

---

<i>
# C4H6ClN3

A single C4H6ClN3 molecule (ωB97M-V/def2-TZVPD, the Open Molecules 2025 dataset).

XYZ file:
```
14
Properties=species:S:1:pos:R:3:mulliken_charge:R:1
C -0.525 -1.634 -0.411 -0.56
C -0.297 -0.146 -0.478 1.36
C -0.237 0.096 1.019 -0.03
C 0.887 0.370 -1.261 -1.32
N -0.652 -2.036 0.790 -0.35
N -0.463 -0.994 1.678 -0.58
N -0.046 1.289 1.594 -0.33
Cl -1.904 0.484 -1.010 -0.18
H -0.667 -2.272 -1.260 0.45
H 0.832 0.075 -2.307 0.37
H 1.791 -0.061 -0.819 0.35
H 0.955 1.459 -1.204 0.35
H 0.330 2.056 1.069 0.19
H -0.004 1.315 2.599 0.29
```

Output
- HOMO-LUMO gap: 9.2719 eV
- Charge: 0
- LUMO level: 0.4 eV
- SMILES: C[C@@]1(Cl)C=NN=C1N

---

<ii>
# C4H6ClN3

A single C4H6ClN3 molecule (ωB97M-V/def2-TZVPD, the Open Molecules 2025 dataset).

XYZ file:
```
14
Properties=species:S:1:pos:R:3:mulliken_charge:R:1
C 1.668 1.543 -0.532 -0.33
C 0.802 0.404 -0.301 0.26
C 1.382 -0.769 -0.056 0.52
C -0.753 0.493 -0.231 -1.22
N 2.798 1.664 0.101 0.37
N 3.743 1.311 0.651 -0.55
N 0.664 -1.911 0.339 -0.54
Cl 3.075 -1.127 -0.229 -0.21
H 1.395 2.309 -1.202 0.40
H -1.105 -0.420 0.378 0.17
H -1.190 0.294 -1.206 0.30
H -1.166 1.363 0.109 0.41
H 1.122 -2.455 0.999 0.22
H -0.368 -1.798 0.628 0.21
```

Output
- HOMO-LUMO gap: 8.2243 eV
- Charge: 0
- LUMO level: 0.7 eV

---

Least stable of them? <ii>.